Molecular formula: C8H14Br2NO2
Method: DFT, ωB97M-V with the def2-TZVPD basis set

SMILES = CC[C@H](Br)[C@@](N)(C[C@@H](C)Br)C(=O)[O-]
Molecular weight = 316.01 u
Net charge = -1
Kohn-Sham gap = 6.84 eV

Last column: Mulliken charge in e.
Geometry (Å):
H1 0.942 1.399 -0.174  0.46
H2 3.450 1.552 -0.628  0.32
C1 -0.106 -0.513 0.300  1.63
O1 -0.943 1.288 1.813  -0.71
H3 -3.321 -0.827 -1.081  0.45
C2 3.664 0.487 -0.336  -1.23
C3 -3.143 1.250 -0.485  -1.03
H4 1.328 -0.016 -1.259  0.35
Br1 -1.171 -1.994 -2.108  -0.22
O2 -0.634 -0.714 2.665  -0.79
C4 1.153 0.304 -0.192  -1.59
Br2 2.648 1.085 2.259  -0.15
H5 3.675 -0.091 -1.299  0.33
H6 4.649 0.457 0.179  0.38
H7 -2.878 -0.704 0.643  0.37
C5 2.469 0.018 0.600  0.06
H8 -3.462 1.694 0.482  0.21
H9 0.977 -2.224 -0.183  0.26
H10 -2.380 1.897 -0.979  0.27
N1 0.316 -1.898 0.518  -0.63
C6 -1.194 -0.433 -0.863  -0.76
C7 -0.594 0.102 1.673  -0.02
H11 2.658 -1.053 0.815  0.44
C8 -2.674 -0.263 -0.358  -0.45
H12 -0.462 -2.534 0.654  0.30
H13 -0.923 0.450 -1.498  0.40
H14 -4.044 1.281 -1.161  0.35